Density functional theory data (wB97M-V/def2-TZVPD) for a 9-piece molecular cluster, C33H54BrNO25Si overall.

The geometry in XYZ format:
```
115
Properties=species:S:1:pos:R:3:lowdin_charge:R:1
C 1.692 -1.960 1.488 -0.14
C 1.248 -0.528 1.198 -0.30
C 0.115 0.043 2.087 -0.67
Br -0.918 -1.349 3.013 0.77
Si -1.093 1.161 1.170 0.57
C -0.121 2.472 0.266 -0.27
C -1.059 3.414 -0.517 -0.15
C -2.270 1.998 2.363 -0.23
C -3.574 1.261 2.722 -0.34
N -4.665 1.777 1.892 0.00
C -2.065 0.133 -0.087 -0.28
O -1.211 -0.149 -1.184 -0.26
C -1.735 -1.076 -2.114 -0.11
H 2.502 -2.258 0.820 0.07
H 0.879 -2.678 1.366 0.05
H 2.065 -2.052 2.514 0.06
H 0.981 -0.432 0.139 0.09
H 2.114 0.124 1.363 0.11
H 0.546 0.607 2.917 0.04
H 0.626 2.025 -0.395 0.07
H 0.439 3.034 1.028 0.08
H -2.113 3.110 -0.485 0.04
H -1.027 4.437 -0.131 0.07
H -0.784 3.474 -1.574 0.08
H -1.670 2.193 3.259 0.06
H -2.554 2.980 1.959 0.08
H -3.837 1.442 3.773 0.10
H -3.444 0.175 2.623 0.06
H -5.486 1.187 1.934 0.07
H -4.380 1.810 0.920 0.04
H -2.975 0.658 -0.426 0.08
H -2.410 -0.798 0.395 0.08
H -1.406 -0.775 -3.113 0.09
H -2.832 -1.082 -2.094 0.09
H -1.370 -2.089 -1.903 0.09
O 0.082 1.504 5.150 0.14
C -0.633 0.903 5.885 -0.60
O -1.980 1.042 5.917 0.02
C -2.527 -0.013 6.721 -0.11
C -1.347 -0.373 7.611 -0.10
O -0.232 -0.002 6.792 0.06
H -3.394 0.365 7.255 0.13
H -2.816 -0.831 6.061 0.13
H -1.319 0.221 8.525 0.13
H -1.269 -1.430 7.848 0.14
O -0.234 8.217 -0.788 0.16
C -1.341 8.036 -0.397 -0.58
O -2.022 8.865 0.418 0.07
C -3.387 8.429 0.487 -0.09
C -3.278 6.965 0.111 -0.10
O -2.094 6.955 -0.713 0.02
H -3.772 8.592 1.489 0.13
H -3.964 9.002 -0.241 0.13
H -3.104 6.330 0.979 0.11
H -4.126 6.587 -0.452 0.12
O 2.754 -5.142 1.173 0.15
C 3.472 -5.110 0.225 -0.56
O 4.119 -4.006 -0.208 0.05
C 5.044 -4.389 -1.237 -0.11
C 4.452 -5.698 -1.730 -0.10
O 3.748 -6.162 -0.568 0.07
H 5.086 -3.606 -1.986 0.12
H 6.027 -4.528 -0.787 0.14
H 3.727 -5.544 -2.531 0.14
H 5.190 -6.435 -2.026 0.12
O 7.056 -6.464 -3.719 0.16
C 6.842 -5.569 -4.472 -0.57
O 6.387 -4.353 -4.087 0.03
C 6.438 -3.462 -5.211 -0.09
C 6.412 -4.435 -6.379 -0.09
O 7.002 -5.611 -5.805 0.07
H 5.584 -2.793 -5.174 0.14
H 7.367 -2.893 -5.157 0.13
H 5.395 -4.667 -6.690 0.10
H 7.005 -4.123 -7.234 0.14
O 3.121 -4.091 -7.801 0.16
C 3.259 -5.066 -8.468 -0.58
O 3.936 -6.165 -8.066 0.04
C 3.737 -7.212 -9.024 -0.10
C 3.361 -6.426 -10.272 -0.10
O 2.787 -5.235 -9.717 0.07
H 4.652 -7.790 -9.110 0.13
H 2.922 -7.848 -8.675 0.13
H 4.234 -6.144 -10.863 0.13
H 2.623 -6.909 -10.903 0.13
O -4.882 6.164 2.722 0.16
C -4.206 5.914 3.668 -0.57
O -4.297 4.812 4.432 0.06
C -3.191 4.788 5.345 -0.10
C -2.805 6.256 5.418 -0.10
O -3.249 6.745 4.147 0.05
H -3.522 4.362 6.287 0.13
H -2.403 4.170 4.919 0.12
H -3.349 6.790 6.200 0.13
H -1.739 6.439 5.512 0.13
O -6.940 4.878 -3.261 0.17
C -5.762 4.768 -3.323 -0.57
O -5.094 4.120 -4.304 0.06
C -3.697 4.391 -4.167 -0.10
C -3.579 4.759 -2.697 -0.11
O -4.889 5.274 -2.420 0.05
H -3.134 3.507 -4.453 0.13
H -3.438 5.225 -4.822 0.13
H -3.416 3.888 -2.063 0.11
H -2.826 5.509 -2.476 0.12
O 1.093 -6.136 6.738 0.15
C 1.375 -5.487 5.784 -0.58
O 2.290 -4.490 5.780 0.05
C 2.513 -4.075 4.426 -0.11
C 1.233 -4.523 3.740 -0.13
O 0.830 -5.631 4.560 0.06
H 2.671 -3.000 4.413 0.12
H 3.394 -4.591 4.042 0.13
H 0.463 -3.751 3.796 0.07
H 1.366 -4.858 2.715 0.10
```

Calculated values
* 2S+1: 1
* Kohn-Sham gap: 9.16 eV
* LUMO level: 0.14 eV
* SMILES: CC[C@H](Br)[Si@](CC)(CCN)COC.O=C1OCCO1.O=C1OCCO1.O=C1OCCO1.O=C1OCCO1.O=C1OCCO1.O=C1OCCO1.O=C1OCCO1.O=C1OCCO1
* F_max: 0.46 eV/A